62
Properties=species:S:1:pos:R:3:forces:R:3 method="wB97M-V/def2-TZVPD" multiplicity=4 de_lowest_kcal_mol=37.3 e_lumo_ev="-1.36 / -2.45" max_force_ev_per_a=0.59
Re -2.4225 -0.5273 -2.9215 0.18 -0.56 0.06
S -4.3236 -7.1841 -5.2753 -0.03 -0.09 -0.04
C -3.9030 -5.6829 -4.8092 0.01 0.08 0.04
S -2.2801 -5.0759 -4.8584 0.12 -0.01 -0.01
C -2.6032 -3.4907 -4.1997 -0.01 -0.04 0.04
C -3.8989 -3.2311 -3.9003 -0.02 -0.04 0.00
S -4.4555 -1.7211 -3.2643 0.15 0.21 0.06
S -5.0384 -4.5156 -4.2037 -0.09 0.02 0.02
S -1.3117 -2.3612 -4.0329 -0.06 0.20 0.03
Cl -3.9545 1.1138 0.2198 -0.02 0.05 -0.09
C -4.1002 1.8532 -1.3442 0.00 0.00 0.12
C -3.5627 1.2070 -2.4425 -0.04 -0.10 -0.02
C -3.6880 1.8515 -3.6565 0.05 -0.15 -0.06
Cl -2.8962 0.9059 -4.9326 -0.13 0.39 -0.07
C -4.2882 3.0740 -3.8636 0.01 -0.05 -0.02
Cl -4.3492 3.7639 -5.4287 -0.03 0.04 0.01
C -4.8272 3.6971 -2.7355 -0.02 0.03 -0.04
Cl -5.5991 5.2179 -2.9088 -0.01 0.02 0.00
C -4.7342 3.0895 -1.4778 0.00 0.00 0.04
Cl -5.3957 3.8795 -0.1021 0.01 -0.02 -0.03
C 6.6743 1.2815 7.2160 -0.01 0.01 0.01
O 5.6480 0.3067 7.1478 -0.04 -0.04 -0.07
C 4.8580 0.2958 6.0484 0.04 0.02 0.08
C 3.8862 -0.7071 6.0084 0.00 0.02 -0.03
C 3.0314 -0.8010 4.9354 -0.01 -0.05 0.05
C 3.1219 0.1005 3.8728 -0.12 0.00 -0.12
C 4.0879 1.0934 3.9230 0.10 0.04 0.06
C 4.9602 1.2029 4.9990 -0.09 -0.08 -0.02
C 2.1930 -0.0251 2.7441 0.22 0.08 0.14
N 1.1990 -0.8785 2.6656 0.01 0.08 -0.18
C 0.6200 -0.6295 1.4460 -0.21 -0.18 0.13
C 1.2653 0.3850 0.7862 0.17 0.22 -0.18
N 2.2829 0.7653 1.6260 -0.19 -0.08 0.00
C 0.8857 0.8563 -0.5088 0.17 -0.01 0.12
C 1.5346 1.8545 -1.2574 0.01 0.01 0.12
C 1.0583 2.1872 -2.4919 -0.19 -0.10 -0.16
C -0.0666 1.5214 -3.0015 0.12 0.06 0.11
N -0.6719 0.5624 -2.3191 -0.05 -0.02 0.05
C -0.2184 0.2291 -1.0794 -0.14 -0.15 -0.07
C -0.9259 -0.8222 -0.3946 0.02 0.14 -0.23
N -1.9976 -1.3598 -1.0403 0.00 0.05 -0.09
C -2.6563 -2.3628 -0.4715 -0.03 0.04 0.07
C -2.2961 -2.8673 0.7786 -0.08 -0.03 -0.09
C -1.2281 -2.3286 1.4489 0.05 0.05 0.01
C -0.5153 -1.2765 0.8573 0.07 -0.05 0.18
H 7.2009 1.0962 8.1473 0.00 0.01 0.00
H 6.2575 2.2912 7.2285 0.01 0.01 0.00
H 7.3696 1.1822 6.3796 0.01 0.00 0.00
H 3.8268 -1.4019 6.8337 0.00 -0.02 0.03
H 2.2797 -1.5776 4.9007 0.00 0.01 -0.01
H 4.1884 1.8159 3.1229 0.00 0.02 -0.01
H 5.6991 1.9882 5.0049 0.03 0.03 0.00
H 2.9566 1.4928 1.4669 0.01 -0.05 -0.02
H 2.4183 2.3427 -0.8681 0.02 0.00 0.00
H 1.5517 2.9152 -3.1148 0.02 0.04 -0.02
H -0.4388 1.7240 -3.9975 0.04 0.01 -0.02
H -3.4981 -2.7556 -1.0239 0.03 -0.02 0.01
H -2.8696 -3.6847 1.1910 0.00 0.00 0.01
H -0.9165 -2.6977 2.4162 0.00 0.01 0.02
Se 0.3288 0.1773 -6.1125 0.25 -0.04 0.17
C 1.8142 0.2664 -5.0375 -0.37 0.04 -0.30
N 2.7328 0.3783 -4.3384 0.08 -0.02 0.19



82
Properties=species:S:1:pos:R:3:forces:R:3 method="wB97M-V/def2-TZVPD" de_lowest_kcal_mol=173.8 e_lumo_ev=-1.42 max_force_ev_per_a=9.54
C 5.3409 1.6039 -1.5434 -1.66 -0.39 -0.57
C 4.6423 1.0229 -2.9462 3.89 -3.11 -3.74
O 5.3464 0.3278 -3.8814 -5.23 4.87 6.33
O 3.1981 1.2645 -3.0863 2.68 0.73 0.21
C 2.9025 2.5523 -3.7319 0.13 0.72 -2.19
C 1.3275 2.5135 -4.1963 1.34 -0.50 -1.73
P 0.0952 2.1613 -2.7484 -0.13 -0.83 -0.57
Br -0.5737 0.3179 -3.8913 1.47 -2.91 0.30
C 0.5089 1.1821 -1.1604 -0.19 0.45 1.90
P -0.8591 -0.1125 -0.6715 0.31 -5.49 0.49
O -0.4862 -1.5970 -1.1194 -1.44 5.79 1.36
O -0.8224 -0.1452 1.1044 1.01 -0.18 -3.13
O -2.4698 0.3871 -1.1058 3.23 0.70 2.92
O -1.5744 2.7549 -2.8761 3.41 -0.48 1.13
N -2.1277 2.1382 -3.9367 -6.33 5.03 -1.32
O -3.1788 2.7460 -4.1372 2.37 -2.38 -0.18
P 0.5693 4.1138 -1.8274 0.59 5.60 -0.38
N 0.8640 5.2731 -2.9314 0.93 -1.88 2.05
O -0.8735 4.6110 -0.9467 3.42 -1.35 0.73
O 1.9583 4.0594 -0.7727 -1.52 -1.30 -0.99
H 4.9759 2.7290 -1.4709 1.03 -2.25 -0.05
H 4.8412 1.0018 -0.6438 1.17 1.29 -1.93
H 6.5041 1.4785 -1.5240 -2.48 0.28 -0.29
H 3.5437 2.5839 -4.7370 -1.45 0.06 2.06
H 3.2169 3.5006 -3.1223 -0.75 -1.87 -0.80
H 1.2343 1.6062 -4.9664 0.31 1.99 2.06
H 0.9965 3.4709 -4.8277 0.81 -1.79 1.98
H 0.5353 1.9397 -0.2383 -0.06 -1.50 -1.98
H 1.5451 0.6369 -1.1665 -2.12 0.80 -0.37
H -0.1059 -0.8345 1.3066 -1.53 1.19 -0.55
H -2.8056 1.0088 -0.3693 0.64 -1.24 -1.46
H 1.8356 5.6802 -2.7810 -1.70 -0.64 -0.22
H -0.5610 4.8280 -0.0208 -0.62 -0.14 -1.24
H 2.6243 3.3634 -1.0286 -1.13 0.81 0.29
C -4.8939 0.2661 -2.7500 -0.22 -0.09 0.21
C -5.4181 -0.2840 -3.9194 -0.29 -0.20 0.17
C -6.4931 -1.1718 -3.8527 0.25 0.20 -0.03
C -7.0383 -1.5204 -2.6111 0.42 0.29 -0.34
C -6.4984 -0.9894 -1.4403 0.42 0.37 -0.27
C -5.4309 -0.0848 -1.5105 0.03 0.03 -0.38
C -7.0333 -1.3884 -0.1224 0.60 0.58 1.12
O -6.5618 -0.9196 0.9063 -0.27 -0.25 -0.54
C -8.1378 -2.3663 -0.0620 -0.42 -0.40 0.37
C -8.6159 -2.7972 1.1824 -0.27 -0.23 0.03
C -9.6693 -3.7117 1.2486 0.29 0.26 -0.13
C -10.2529 -4.1901 0.0758 0.20 0.18 -0.27
C -9.7749 -3.7669 -1.1652 -0.10 -0.10 0.29
C -8.7087 -2.8604 -1.2339 -0.44 -0.36 0.37
C -8.1868 -2.4464 -2.5513 -0.55 -0.48 -1.32
O -8.6961 -2.8699 -3.5825 0.29 0.24 0.66
H -4.0621 0.9651 -2.8025 -0.38 -0.30 0.04
H -4.9913 -0.0202 -4.8845 -0.08 -0.03 0.18
H -6.9005 -1.5933 -4.7702 -0.03 0.02 0.33
H -5.0130 0.3443 -0.6015 -0.30 -0.27 -0.13
H -8.1679 -2.4261 2.1029 -0.01 0.02 -0.34
H -10.0355 -4.0490 2.2159 0.08 0.08 -0.18
H -11.0782 -4.8970 0.1271 0.16 0.13 -0.03
H -10.2323 -4.1484 -2.0766 0.25 0.19 0.13
C 5.5457 -4.6790 3.7923 0.05 0.32 0.18
C 5.3295 -4.2098 2.4969 0.04 0.36 0.03
C 5.3779 -2.8400 2.2332 -0.02 -0.32 0.04
C 5.6315 -1.9349 3.2709 -0.10 -0.55 -0.20
C 5.8233 -2.4024 4.5705 -0.06 -0.60 -0.19
C 5.7919 -3.7788 4.8299 -0.06 -0.17 -0.23
C 6.0423 -1.4537 5.6814 0.21 -0.57 1.40
O 6.2144 -1.8638 6.8227 -0.11 0.28 -0.71
C 6.0420 -0.0045 5.3987 0.02 0.66 0.23
C 6.1907 0.9079 6.4514 0.00 0.33 -0.06
C 6.2049 2.2799 6.1910 -0.01 -0.40 -0.05
C 6.0806 2.7432 4.8815 -0.04 -0.31 -0.21
C 5.9267 1.8366 3.8316 0.02 0.19 0.27
C 5.8977 0.4602 4.0923 0.06 0.61 0.17
C 5.6986 -0.4890 2.9794 -0.12 0.38 -1.22
O 5.5846 -0.0825 1.8288 0.00 -0.14 0.50
H 5.5171 -5.7472 3.9962 0.01 0.21 -0.02
H 5.1250 -4.9107 1.6906 0.04 0.15 0.14
H 5.2132 -2.4813 1.2185 0.09 0.06 0.31
H 5.9543 -4.1520 5.8395 -0.04 0.27 -0.19
H 6.2915 0.5544 7.4763 -0.02 -0.09 -0.33
H 6.3152 2.9869 7.0105 -0.02 -0.16 -0.15
H 6.0989 3.8116 4.6776 0.00 -0.21 0.02
H 5.8253 2.2059 2.8124 0.01 -0.26 0.21



54
Properties=species:S:1:pos:R:3:forces:R:3 method="wB97M-V/def2-TZVPD" de_lowest_kcal_mol=43.7 charge=-2 e_lumo_ev=3.75 max_force_ev_per_a=2.73
Ca 0.4851 -0.6979 -0.4524 -2.22 -1.50 0.49
O -2.3345 -6.1555 2.3214 0.09 -0.06 0.08
C -1.7165 -5.0657 1.7651 0.09 0.18 -0.12
C -2.4073 -4.1867 0.9426 -0.09 0.00 0.06
C -1.7196 -3.1115 0.4064 -0.02 -0.02 0.04
N -0.4314 -2.8881 0.6572 -0.12 0.14 -0.20
C 0.2294 -3.7337 1.4435 0.19 -0.03 0.15
C -0.3754 -4.8404 2.0229 -0.10 -0.11 0.02
C 1.7347 -3.4484 1.6725 -0.01 -0.05 0.01
O 2.3470 -4.3234 2.3120 -0.04 0.07 -0.01
O 2.1445 -2.3813 1.1702 -0.17 0.16 -0.19
C -2.4092 -2.1039 -0.5140 -0.63 0.02 0.10
O -3.6469 -1.9661 -0.3564 0.24 -0.05 0.11
O -1.6635 -1.5038 -1.3148 0.14 0.08 0.04
H -3.2479 -6.1582 2.0223 -0.07 0.01 -0.03
H -3.4610 -4.3121 0.7192 0.00 0.06 -0.02
H 0.2118 -5.5004 2.6448 0.04 0.03 -0.02
O 2.9344 1.4508 0.1578 0.32 0.36 0.19
B 2.5558 0.3347 -0.6612 1.98 0.94 -0.29
O 3.6691 0.1388 -1.5526 0.41 0.05 -0.17
C 4.6246 1.0510 -1.2576 -0.07 0.17 0.20
C 5.8633 1.2533 -1.8309 -0.12 -0.11 -0.07
C 6.6537 2.2840 -1.3186 0.07 0.06 0.02
C 6.2045 3.0836 -0.2767 0.10 0.03 -0.03
C 4.9476 2.8824 0.2960 -0.18 -0.04 0.04
C 4.1737 1.8568 -0.2059 0.12 -0.11 -0.20
H 6.2016 0.6391 -2.6561 0.00 -0.03 0.03
H 7.6363 2.4621 -1.7407 -0.02 0.00 -0.01
H 6.8403 3.8791 0.0950 -0.01 -0.01 0.01
H 4.5812 3.5073 1.1007 0.01 -0.02 0.01
C -3.9733 -1.5325 3.2388 0.05 0.20 -0.05
N -2.6742 -0.9126 3.3955 -0.17 -0.16 -0.26
C -2.1440 0.0849 2.6519 -0.14 0.28 0.62
N -2.8147 0.5051 1.5635 -0.11 -0.39 -0.45
S -0.7510 0.8382 3.2108 0.24 -0.02 -0.20
H -3.9406 -2.5223 3.6933 -0.02 -0.01 -0.07
H -4.2264 -1.6474 2.1853 0.04 -0.15 -0.04
H -4.7606 -0.9453 3.7300 0.02 -0.04 -0.05
H -2.1370 -1.1192 4.2175 0.06 0.01 0.03
H -3.4766 -0.1309 1.1213 0.22 0.04 -0.03
H -2.2592 1.0363 0.8974 0.00 0.03 0.05
Br -3.7176 5.8286 -2.2126 0.07 -0.06 0.00
C -2.3490 4.6534 -2.8396 -0.11 0.14 0.01
C -1.7316 4.9417 -4.0438 0.05 -0.07 0.03
N -0.7856 4.1585 -4.5527 -0.01 0.05 -0.08
C -0.4465 3.0673 -3.8677 0.04 -0.04 0.02
C -1.0002 2.7181 -2.6410 -0.12 -0.14 0.05
C -1.9833 3.5400 -2.1097 0.12 -0.04 0.02
C -0.5578 1.4471 -1.9094 -0.15 0.54 -0.41
O 0.0869 0.6235 -2.5790 0.02 -0.16 0.22
O -0.8705 1.3738 -0.6954 0.06 -0.22 0.27
H -2.0027 5.8252 -4.6108 -0.03 0.00 0.02
H 0.3110 2.4280 -4.3037 0.00 -0.02 0.05
H -2.4208 3.2952 -1.1511 -0.01 0.01 -0.02



12
Properties=species:S:1:pos:R:3:forces:R:3 method="wB97M-V/def2-TZVPD" smiles="C=CN=C.O" de_lowest_kcal_mol=59.6 e_lumo_ev=0.51 max_force_ev_per_a=1.91
C -1.2184 0.0352 -1.7169 -0.31 0.64 -0.17
C -0.9764 0.7746 -0.6364 1.36 -1.27 -0.42
N -0.0516 0.2754 0.3211 -1.49 0.40 0.92
C 0.7712 1.0531 0.8739 0.26 0.02 -0.20
H -0.8464 -0.9716 -1.8381 0.34 0.09 0.08
H -1.7594 0.4645 -2.5464 -0.43 -0.13 0.08
H -1.4620 1.7058 -0.3884 0.12 0.31 -0.27
H 1.2092 0.7576 1.8257 0.48 -0.20 -0.27
H 1.1016 2.0015 0.4338 -0.43 0.22 0.28
O 1.1735 -2.3811 1.1661 0.04 0.01 0.21
H 0.2477 -2.0546 1.1509 1.27 0.38 0.02
H 1.8113 -1.6605 1.3547 -1.22 -0.47 -0.25